The following is a quantum chemistry calculation of a structure of composition C17H16N7O4RuS5, from the OMol25 dataset.

Summary:
⟨S²⟩: 8.77
Energy above the lowest of the compared OMol25 structures with the same formula, charge and spin in eV: 0.0000
Multiplicity: 6
Energy in eV: -93268.2170

The geometry in XYZ format:
```
50
Properties=species:S:1:pos:R:3:nbo_charge:R:1
Ru 0.403 1.791 -0.261 1.4547
S -2.073 1.529 -0.720 -0.2248
S -2.429 -3.559 -2.109 -0.2070
S 1.232 0.027 4.070 -0.0464
S 1.367 0.786 -2.273 -0.1872
S -0.863 -1.162 -2.973 0.4583
O 4.824 6.928 -0.435 -0.5831
O 0.531 5.938 0.527 -0.6175
O 2.746 7.359 0.219 -0.6684
O -0.066 3.803 0.245 -0.7387
N -2.004 -0.695 0.765 -0.5903
N 3.590 3.001 -0.931 -0.2996
N 0.651 0.653 1.432 -0.8053
N 0.806 -1.559 -1.091 -0.2622
N -0.090 -2.594 -1.078 -0.2731
N -3.616 -0.628 -0.850 -0.5814
N 2.318 3.127 -0.546 -0.3349
C 0.414 -5.278 2.104 -0.2056
C -0.153 -4.884 -0.204 -0.2277
C -4.325 -0.066 -1.989 -0.4132
C 0.906 0.419 2.570 0.1908
C 0.071 -3.532 -0.004 0.1983
C 0.016 -5.754 0.863 -0.2015
C 3.700 6.553 -0.213 0.7818
C -1.109 -2.560 -1.976 -0.1257
C 0.771 4.780 0.222 0.7772
C 4.242 4.172 -0.862 0.0417
C 3.343 5.117 -0.412 -0.2464
C 0.658 -3.924 2.283 -0.1969
C 0.527 -0.717 -2.024 -0.1551
C 2.148 4.399 -0.229 0.0593
C 0.488 -3.043 1.227 -0.2482
C -2.554 -1.885 1.399 -0.4436
C -2.582 -0.052 -0.244 0.3740
H -5.240 -0.637 -2.127 0.2192
H 1.880 6.888 0.357 0.5119
H -0.158 -6.812 0.719 0.2212
H -3.765 -1.612 -0.668 0.4269
H 5.279 4.282 -1.130 0.2530
H -1.225 -0.225 1.208 0.4425
H -3.725 -0.125 -2.897 0.2128
H 0.986 -3.545 3.242 0.2272
H -4.580 0.973 -1.797 0.2263
H -0.456 -5.247 -1.174 0.2426
H -2.569 -2.738 0.719 0.2207
H 3.926 2.099 -1.232 0.4354
H 0.545 -5.966 2.930 0.2195
H -3.565 -1.691 1.765 0.2075
H -1.918 -2.143 2.242 0.2400
H 0.700 -1.988 1.339 0.2412
```